Arrangement 1

A 2-piece molecular cluster, C3H7O3 overall. Source: the OMol25 dataset; level of theory: wB97M-V/def2-TZVPD.

Structure (XYZ):
```
13
Properties=species:S:1:pos:R:3:lowdin_charge:R:1
C -0.85 1.99 0.34 -0.226
O 0.00 1.27 1.19 -0.190
H -0.29 0.30 1.06 0.013
H -1.59 1.30 -0.10 0.069
H -0.35 2.56 -0.44 0.053
H -1.46 2.74 0.89 0.059
C 1.24 -1.17 -0.61 -0.039
C -0.09 -1.82 -0.15 -0.733
O -0.84 -1.11 0.61 -0.111
O -0.35 -2.96 -0.55 -0.066
H 0.99 -0.48 -1.41 0.063
H 1.86 -1.97 -1.02 0.053
H 1.75 -0.65 0.19 0.055
```

Charge: -1
E_LUMO in Eh: 0.152
HOMO level in eV: -4.51

=====

Arrangement 2

A 2-piece molecular cluster, C3H7O3 overall. Source: the OMol25 dataset; level of theory: wB97M-V/def2-TZVPD.

Structure (XYZ):
```
13
Properties=species:S:1:pos:R:3:lowdin_charge:R:1
C 2.26 0.95 -0.84 -0.074
C 0.95 0.16 -0.93 -0.799
O -0.17 0.73 -1.18 -0.131
O 1.00 -1.06 -0.70 -0.090
H 2.42 1.34 0.21 0.063
H 2.28 1.80 -1.54 0.044
H 3.27 0.41 -1.01 0.072
C -1.69 -0.31 2.17 -0.185
O -2.14 -0.63 0.88 -0.131
H -1.64 -0.06 0.28 0.041
H -0.73 0.05 2.25 0.040
H -2.34 0.50 2.66 0.089
H -1.75 -1.29 2.58 0.061
```

Charge: -1
E_LUMO in Eh: 0.151
HOMO level in eV: -3.82

=====

Arrangement 3

A 2-piece molecular cluster, C3H7O3 overall. Source: the OMol25 dataset; level of theory: wB97M-V/def2-TZVPD.

Structure (XYZ):
```
13
Properties=species:S:1:pos:R:3:lowdin_charge:R:1
C -0.58 0.22 -1.50 -0.151
O -0.49 0.99 -2.73 -0.144
H 0.31 1.30 -2.94 -0.027
H -0.59 1.00 -0.64 0.094
H 0.40 -0.27 -1.37 0.072
H -1.63 -0.29 -1.50 0.114
C 0.91 -0.79 1.63 -0.058
C -0.34 0.09 1.52 -0.879
O -1.28 -0.22 0.75 -0.155
O -0.26 1.12 2.10 -0.030
H 0.89 -1.40 0.77 0.013
H 0.76 -1.49 2.50 0.075
H 1.90 -0.28 1.41 0.076
```

Charge: -1
E_LUMO in Eh: 0.140
HOMO level in eV: -3.84

=====

Q: Which of them is the least stable? A: arrangement 3.

=====

Arrangement 1

C2H3IN2O as an isolated structure. Source: the OMol25 dataset; level of theory: wB97M-V/def2-TZVPD.

Structure (XYZ):
```
9
Properties=species:S:1:pos:R:3:lowdin_charge:R:1
C 0.06 -0.28 -0.13 -0.506
C 1.24 0.47 0.13 -0.025
N -0.38 -1.09 -1.14 0.054
N -1.27 -1.58 -0.36 0.075
O -0.84 -0.72 0.74 -0.121
I -3.34 1.20 0.15 0.131
H 1.70 0.13 1.15 0.129
H 2.01 0.35 -0.80 0.150
H 0.83 1.53 0.25 0.112
```

Charge: 0
E_LUMO (spin up / spin down) in Eh: -0.046 / -0.110
HOMO level (spin up / spin down) in eV: -10.12 / -9.27

=====

Arrangement 2

One molecule with the formula C2H3IN2O. Source: the OMol25 dataset; level of theory: wB97M-V/def2-TZVPD.

Structure (XYZ):
```
9
Properties=species:S:1:pos:R:3:lowdin_charge:R:1
C -0.39 -0.75 0.35 -0.401
C -1.29 -0.16 -0.44 -0.635
N 1.74 0.64 0.11 -0.093
N 1.46 1.59 0.61 0.199
O 0.90 -0.72 -0.06 -0.183
I -3.35 -0.14 0.07 0.735
H -0.53 -1.00 1.43 0.116
H -0.84 0.29 -1.43 0.100
H 2.30 0.25 -0.64 0.162
```

Charge: 0
E_LUMO in Eh: 0.015
HOMO level in eV: -8.67

=====

Q: Which of them is the least stable? A: arrangement 1.

=====

Arrangement 1

A 4-piece molecular cluster, C2H13NO3 overall. Source: the OMol25 dataset; level of theory: wB97M-V/def2-TZVPD.

Structure (XYZ):
```
19
Properties=species:S:1:pos:R:3:lowdin_charge:R:1
C -2.10 -0.59 -0.71 -0.140
N -1.54 -0.95 0.59 -0.191
C -0.84 -2.24 0.58 -0.152
H -1.35 -0.01 -1.24 0.061
H -2.39 -1.47 -1.28 0.069
H -3.01 -0.02 -0.55 0.073
H -2.26 -0.96 1.30 0.087
H -1.44 -3.06 0.20 0.069
H -0.44 -2.42 1.57 0.075
H 0.04 -2.14 -0.07 0.074
O 1.49 2.98 0.72 -0.076
H 2.43 2.76 0.80 0.029
H 1.33 2.92 -0.24 0.009
O 1.75 -0.27 1.50 -0.074
H 0.93 0.10 1.17 0.012
H 2.04 0.31 2.21 0.029
O 1.74 2.07 -2.19 -0.048
H 1.09 1.40 -2.42 0.043
H 2.53 1.59 -1.93 0.050
```

Charge: 0
E_LUMO in Eh: 0.019
HOMO level in eV: -8.98

=====

Arrangement 2

C2H13NO3 as an isolated structure. Source: the OMol25 dataset; level of theory: wB97M-V/def2-TZVPD.

Structure (XYZ):
```
19
Properties=species:S:1:pos:R:3:lowdin_charge:R:1
H -0.45 0.08 -0.03 0.011
O -0.38 -1.08 0.27 -0.246
N -0.53 1.36 -0.16 -0.175
H -0.97 -1.73 -0.13 0.035
H 0.14 1.59 -0.88 0.116
C -0.09 1.93 1.15 -0.050
H 0.75 1.35 1.51 0.095
H 0.09 3.01 1.09 0.087
H -0.99 1.82 1.76 0.086
C -1.92 1.74 -0.51 -0.061
H -2.61 1.11 0.03 0.088
H -2.05 2.78 -0.19 0.085
H -2.05 1.62 -1.58 0.091
O 1.11 -3.26 0.65 -0.098
H 0.72 -2.45 0.22 -0.025
H 2.02 -2.95 0.66 0.022
O 1.61 -0.19 -1.31 -0.092
H 2.18 -0.85 -1.69 0.027
H 1.08 -0.79 -0.69 0.004
```

Charge: 0
E_LUMO in Eh: 0.024
HOMO level in eV: -9.83

=====

Arrangement 3

A 4-piece molecular cluster, C2H13NO3 overall. Source: the OMol25 dataset; level of theory: wB97M-V/def2-TZVPD.

Structure (XYZ):
```
19
Properties=species:S:1:pos:R:3:lowdin_charge:R:1
C 1.87 -1.76 -2.20 -0.077
C 1.28 -0.30 -1.99 -0.344
N 0.34 -0.04 -0.90 -0.073
H 2.98 -1.71 -2.53 0.099
H 1.60 -2.24 -1.34 0.022
H 1.51 -2.10 -3.18 0.060
H 2.06 0.38 -1.65 0.083
H 1.13 0.12 -2.98 0.090
H -0.55 0.47 -1.37 0.143
H -0.17 -0.93 -0.52 0.104
O -1.50 2.18 1.65 -0.114
H -0.92 2.58 0.95 0.059
H -0.78 1.96 2.33 0.061
O -2.29 -0.52 0.97 -0.096
H -1.44 -0.51 1.43 -0.006
H -2.77 0.31 1.15 0.030
O 0.54 0.10 1.86 -0.085
H 0.76 0.19 0.96 -0.049
H 1.41 0.04 2.36 0.093
```

Charge: 0
E_LUMO in Eh: 0.020
HOMO level in eV: -9.81

=====

Arrangement 4

A 4-piece molecular cluster, C2H13NO3 overall. Source: the OMol25 dataset; level of theory: wB97M-V/def2-TZVPD.

Structure (XYZ):
```
19
Properties=species:S:1:pos:R:3:lowdin_charge:R:1
C -2.55 0.13 1.20 -0.103
C -1.48 0.49 0.14 -0.289
N -0.19 0.79 0.83 0.003
H -2.90 0.89 1.89 0.064
H -3.51 -0.31 0.80 0.081
H -2.14 -0.70 1.75 0.053
H -1.34 -0.30 -0.53 0.056
H -1.67 1.34 -0.55 0.111
H -0.27 1.65 1.33 0.071
H 0.08 0.12 1.45 0.015
O 3.47 1.13 -0.20 -0.073
H 3.31 0.45 0.46 -0.020
H 2.88 0.93 -0.92 0.007
O 2.37 -0.95 0.63 -0.046
H 2.87 -1.27 -0.09 0.032
H 1.55 -0.58 0.24 0.029
O -0.03 -1.71 -2.79 -0.194
H 0.54 -0.94 -2.46 0.034
H -0.97 -1.17 -3.18 0.167
```

Charge: 0
E_LUMO in Eh: 0.007
HOMO level in eV: -9.88

=====

Q: Which of them is the least stable? A: arrangement 4.

=====

Arrangement 1

A 2-piece molecular cluster, C4H9N2O2 overall. Source: the OMol25 dataset; level of theory: wB97M-V/def2-TZVPD.

Structure (XYZ):
```
17
Properties=species:S:1:pos:R:3:lowdin_charge:R:1
C 1.76 -0.91 -0.13 -0.251
C 1.36 -2.03 0.44 -0.246
N 1.47 -2.27 1.85 -0.016
N 1.33 -0.52 -1.42 0.006
H 2.33 -0.20 0.48 0.101
H 0.78 -2.74 -0.15 0.093
H 1.63 -3.24 2.05 0.043
H 0.60 -2.00 2.29 0.062
H 2.10 -0.13 -1.96 0.050
H 0.59 0.21 -1.35 0.027
O -0.46 1.71 -1.23 -0.116
C -1.32 1.42 -0.36 -0.777
O -1.33 0.42 0.39 -0.078
C -2.50 2.41 -0.23 -0.057
H -3.23 2.13 -0.99 0.057
H -2.95 2.33 0.75 0.052
H -2.16 3.42 -0.43 0.050
```

Charge: -1
E_LUMO in Eh: 0.149
HOMO level in eV: -4.25

=====

Arrangement 2

An isolated ion of composition C4H9N2O2 and charge -1. Source: the OMol25 dataset; level of theory: wB97M-V/def2-TZVPD.

Structure (XYZ):
```
17
Properties=species:S:1:pos:R:3:lowdin_charge:R:1
N 1.58 1.66 -1.76 0.146
C 0.25 1.71 -1.66 -0.631
O -0.32 2.52 -2.41 -0.027
N -0.41 0.59 -1.19 0.057
C 0.05 -0.22 -0.05 -0.220
C -1.02 -0.77 0.95 -0.208
C -0.35 -1.78 1.96 -0.598
O -1.10 -2.44 2.82 -0.369
H 1.99 2.54 -2.08 0.116
H 2.13 1.28 -1.02 0.071
H -1.36 0.52 -1.40 0.100
H 0.85 0.33 0.54 0.118
H 0.63 -1.03 -0.53 0.104
H -1.55 0.03 1.46 0.086
H -1.92 -1.33 0.55 0.105
H 0.19 -2.56 1.37 0.079
H 0.36 -1.05 2.44 0.071
```

Charge: -1
E_LUMO in Eh: 0.122
HOMO level in eV: -2.44

=====

Arrangement 3

C4H9N2O2 as an isolated structure. Source: the OMol25 dataset; level of theory: wB97M-V/def2-TZVPD.

Structure (XYZ):
```
17
Properties=species:S:1:pos:R:3:lowdin_charge:R:1
O 2.52 -0.42 -0.08 -0.086
C 1.67 0.47 0.16 -0.727
O 1.79 1.57 0.76 -0.076
C 0.26 0.15 -0.41 -0.374
C -0.35 -0.81 0.59 -0.182
C -1.57 -1.54 -0.02 -0.263
N -2.80 -0.38 -0.02 -0.029
N -0.48 1.33 -0.82 0.041
H 0.54 -0.47 -1.26 0.117
H 0.34 -1.65 0.83 0.120
H -0.71 -0.36 1.54 0.127
H -1.18 -2.18 -0.85 0.124
H -2.23 -0.84 -0.89 0.039
H -3.62 -0.98 -0.20 0.012
H -2.06 -2.28 0.62 0.089
H -1.46 1.16 -0.61 0.007
H -0.16 2.19 -0.38 0.059
```

Charge: -1
E_LUMO in Eh: 0.128
HOMO level in eV: -4.04

=====

Q: Which of them is the least stable? A: arrangement 3.